# 1
2 unconnected molecules or ions with the total composition C5H8Se, computed with ωB97M-V/def2-TZVPD.

The value obtained for the strongest force on any atom is 3.7 eV/A. The calculation puts the gap between HOMO and LUMO (spin up / spin down) at 8.191 / 8.190 eV. As for the LUMO energy (spin up / spin down): -0.21 / -0.21 eV. For the energy relative to the best compared isomer or geometry (same formula, charge and spin), the calculation gives 105.92 kJ/mol. Its total energy is -70657.0018 eV.

Geometry as ORCA input:
```
! wB97M-V def2-TZVPD RIJCOSX def2/J DEFGRID3
* xyz 0 1
H -1.751 -1.117 -1.540
H 0.781 3.139 0.163
C -1.780 -0.667 -0.523
H -2.905 -2.259 0.466
Se -1.776 1.010 -0.206
H 1.600 -0.536 0.391
C 1.902 1.337 -0.100
H 3.445 -0.258 0.533
C 2.449 0.190 0.242
H -1.735 -1.606 1.590
H -1.165 -2.657 0.290
C 1.478 2.516 -0.397
C -1.879 -1.847 0.564
H 1.335 2.756 -1.472
*
```

Atomic partial charges in e from the natural (NBO) method, atoms 1 to 8: 0.193, 0.234, -0.367, 0.228, 0.167, 0.220, 0.122, 0.249

# 2
C4H5BrFN in the gas phase, computed with ωB97M-V/def2-TZVPD.

The value obtained for the strongest force on any atom is 9.1 eV/A. As for the expectation value of S²: 2.01. The calculation puts the gap between HOMO and LUMO (spin up / spin down) at 6.452 / 7.124 eV. As for the LUMO energy (spin up / spin down): 0.62 / -2.49 eV. Its total energy is -78473.7859 eV.

Geometry as ORCA input:
```
! wB97M-V def2-TZVPD RIJCOSX def2/J DEFGRID3
* xyz 0 3
N 0.071 0.011 -1.815
H -0.085 -0.048 2.724
C -0.158 -0.484 -0.533
C -0.322 0.165 0.660
F -0.200 1.514 0.788
H -1.422 -0.938 2.110
C 0.695 1.043 -2.204
H 0.398 -1.444 1.798
C -0.396 -0.562 1.870
Br -0.304 -2.416 -0.540
H 0.999 1.935 -1.622
H 0.723 1.224 -3.236
*
```

Atomic partial charges in e from the natural (NBO) method, atoms 1 to 8: -0.443, 0.240, 0.118, 0.353, -0.300, 0.245, -0.152, 0.246

# 3
6 unconnected molecules or ions with the total composition C51H77F40NO9P, computed with ωB97M-V/def2-TZVPD.

The value obtained for the strongest force on any atom is 4.4 eV/A. The calculation puts the gap between HOMO and LUMO at 5.522 eV. As for the LUMO energy: 1.75 eV. Its total energy is -192033.6055 eV.

Geometry as ORCA input:
```
! wB97M-V def2-TZVPD RIJCOSX def2/J DEFGRID3
* xyz -1 1
C -2.513 0.711 -1.480
H 2.619 5.275 -7.961
C -0.386 -1.914 -1.427
C 6.925 -0.278 -1.960
F -5.859 7.089 8.634
H 5.345 10.003 -6.159
F -0.279 -11.691 2.068
H 3.948 -0.067 0.835
F -6.235 5.009 8.185
F 6.277 9.116 -8.417
C -3.973 5.790 8.015
F 2.744 -6.855 5.212
H 5.762 2.816 -1.258
F 4.109 6.416 -5.222
H -0.028 2.541 1.319
H -0.290 3.148 -3.089
H -4.939 3.032 4.653
H -0.226 -4.167 -1.226
F 1.087 -8.138 6.987
F -8.620 2.928 -3.722
F -1.146 -13.925 3.365
O -3.678 1.201 -0.768
F -7.170 6.514 -4.507
C 1.938 -3.429 5.637
H 1.485 0.095 -0.591
F -9.691 6.609 -5.965
C -4.847 1.230 -1.606
H 6.831 0.502 0.126
C 6.646 1.209 -2.519
F 1.281 -10.195 2.263
O 2.350 -3.945 -2.908
H 1.493 -2.129 1.196
F 3.657 8.976 -6.040
H 3.585 -1.538 -0.246
C 5.296 6.131 -7.242
F -3.149 6.679 8.649
H -5.753 1.111 -0.904
H 0.309 1.389 2.695
F 2.440 7.179 -7.431
H -0.616 -2.486 0.723
C -2.892 2.862 1.930
H 5.863 -3.720 1.497
F -6.891 4.014 -5.552
O -2.288 0.943 3.537
F 0.413 -6.102 6.713
C 0.995 -3.920 4.531
F 1.308 -2.543 6.445
C 1.018 -6.222 3.730
C 0.514 2.889 -3.848
C 0.446 -11.084 4.256
C 6.984 -1.782 1.503
C 3.501 -1.124 0.820
C -3.246 4.427 8.022
C -5.451 3.162 5.611
H 4.868 1.232 -1.062
C 1.962 -1.104 1.329
H 1.306 -10.710 4.816
C 2.698 5.908 -7.073
H 5.990 -0.941 -1.955
C 2.760 2.412 -2.433
F -0.634 -15.765 4.396
F -5.161 2.754 7.967
F -4.074 6.226 6.738
C -5.069 2.599 -2.400
H -1.264 -2.127 -2.149
H -9.652 4.698 -7.212
H -1.366 2.805 3.545
F 4.433 8.039 -8.688
O -7.937 5.912 -7.196
H -6.130 2.615 -2.853
H -0.444 -0.677 2.067
H -4.370 1.375 1.721
C -1.779 2.060 2.760
H 5.158 5.908 -8.303
H -4.996 2.943 1.982
H 7.684 -0.758 -2.682
H 2.445 -12.106 1.659
C 4.062 5.744 -6.397
F -0.035 -12.170 4.888
F 2.364 -4.441 6.424
H 2.531 3.759 -4.237
F 1.893 -15.728 3.148
F 1.547 -14.065 4.471
H 2.667 -12.424 3.345
H 8.986 -1.610 0.467
H 2.001 -0.751 2.409
H -8.228 4.101 -7.994
C 1.183 0.063 0.507
H 6.098 5.458 -6.922
H -2.956 3.931 2.365
H 3.643 -2.885 2.195
H -0.427 -7.647 5.797
F 0.693 -2.891 3.719
O 5.852 7.440 -7.044
H 4.437 1.833 -3.885
C -8.488 6.974 -6.447
H -2.159 0.094 1.111
C 7.885 -1.557 0.172
C 1.912 3.475 -3.315
N -4.253 2.271 2.205
F 1.553 -8.427 4.300
H 8.566 0.442 -0.603
H 7.637 -2.311 2.283
C -0.341 -15.005 3.313
H -4.834 0.326 -2.299
H 4.629 -1.445 2.782
P -0.725 0.058 0.823
H -0.594 -15.570 2.413
H -3.427 3.867 8.943
C 1.909 -12.426 2.557
F -6.572 2.400 5.607
H 1.367 -6.671 2.795
H -2.852 1.305 4.248
H -1.179 2.164 -0.512
C -7.535 7.490 -5.361
F 3.995 10.515 -7.534
F -5.856 4.449 5.697
H -2.685 -0.382 -1.747
C 7.564 -0.114 -0.493
H -2.178 4.660 8.047
H -0.274 1.000 -1.571
O 1.585 -4.906 3.706
C 0.816 -11.362 2.795
O 0.476 -3.480 -4.128
F -8.142 2.443 -6.376
H -0.144 -4.237 -4.187
C 1.145 -3.581 -2.872
H 6.497 1.167 -3.656
H -10.099 3.406 -4.955
C -0.989 -1.655 0.012
H -6.627 7.903 -5.808
C 4.358 -2.051 1.844
C 4.293 2.445 -2.925
C 0.480 -3.294 -1.449
F -8.131 8.457 -4.622
F 4.203 4.424 -6.079
F -0.182 -4.376 5.002
H -2.502 1.277 -2.493
C -9.095 3.750 -4.691
O -3.385 3.596 6.862
H 2.736 2.742 -1.332
H 2.817 -2.944 5.207
H -2.130 -1.825 -0.048
H 1.725 4.417 -2.678
H 7.594 1.840 -2.342
C -5.329 5.841 8.725
H 2.290 1.376 -2.537
H 0.517 1.741 -3.956
C -8.567 4.626 -7.096
F -8.732 7.967 -7.332
H -2.675 2.993 0.822
H -5.226 5.600 9.786
F -9.196 4.969 -4.133
H 1.609 1.040 0.956
C 5.268 8.516 -7.746
C -4.530 2.773 6.775
H 5.532 -2.608 0.005
H -4.354 2.643 -3.293
C -0.472 1.652 1.881
C 0.563 -7.275 6.075
C 5.662 -2.660 1.133
H -0.071 -6.194 3.631
C 1.478 -7.177 4.852
F -4.074 1.518 6.579
H -4.981 3.524 -1.733
H 7.629 -2.414 -0.544
F -0.532 -10.143 4.324
H 6.699 -0.759 1.950
H 4.537 3.547 -3.139
C 1.144 -14.615 3.310
C -8.165 3.726 -5.907
O 1.480 -13.759 2.240
F 1.706 5.546 -6.221
H 0.237 -1.111 -1.918
C 5.349 1.910 -1.841
H 0.286 3.337 -4.881
C 4.604 9.540 -6.816
C -1.115 1.041 -0.782
H 1.327 -3.201 -0.701
*
```

Atomic partial charges in e from the Löwdin method, atoms 1 to 8: -0.248, 0.174, -0.244, -0.220, 0.086, 0.175, 0.127, 0.100

# 4
A molecular structure, C33H24BrN7O4V, computed with ωB97M-V/def2-TZVPD.

The value obtained for the strongest force on any atom is 2.4 eV/A. As for the expectation value of S²: 3.80. The calculation puts the gap between HOMO and LUMO (spin up / spin down) at 5.562 / 6.396 eV. As for the LUMO energy (spin up / spin down): -0.41 / -0.59 eV. For the energy relative to the best compared isomer or geometry (same formula, charge and spin), the calculation gives 0.00 kJ/mol. Its total energy is -148962.4400 eV.

Geometry as ORCA input:
```
! wB97M-V def2-TZVPD RIJCOSX def2/J DEFGRID3
* xyz 0 4
H -0.523 -2.755 4.129
H 4.327 4.182 0.492
H 0.006 -0.906 -2.981
H 1.936 -1.898 -2.151
H 0.335 1.458 -2.625
C -1.275 -0.871 2.343
Br -2.549 -5.114 -3.781
N 6.203 2.977 -2.392
C 2.016 1.703 0.396
C 0.178 -2.692 3.308
C -0.568 -1.705 -2.531
N -0.721 -1.657 -1.194
C 6.308 1.938 -4.545
C -0.057 -1.761 2.309
C 5.547 2.615 -3.585
C 3.858 3.247 0.213
H 4.287 -1.664 -2.863
H 6.299 0.980 -6.476
H 2.278 2.519 -7.574
C 3.920 1.240 -1.151
C -2.597 3.048 -2.075
H 1.505 -4.253 3.977
C -1.082 -2.700 -3.335
V 0.139 -0.249 -0.034
H 5.586 0.311 -2.191
C 4.398 1.804 -6.002
C -2.367 0.697 0.885
C -1.416 2.702 -2.720
C 2.540 1.466 -7.434
C 1.849 -2.387 1.189
C 2.637 0.926 -0.648
C 2.510 -1.030 -1.850
N -0.922 1.086 -1.033
N 1.917 -0.169 -1.024
H 3.660 3.559 -3.208
H -0.890 -2.704 -4.398
H 2.636 2.841 -5.309
C 2.149 -3.337 2.143
O 3.915 1.299 -7.169
H -1.126 3.179 -3.646
H 2.345 0.918 -8.352
H 2.506 -2.251 0.342
O -2.027 -0.858 3.295
H 2.228 3.463 1.597
H -3.247 3.803 -2.497
H -2.709 -4.364 -0.890
H 1.927 1.054 -6.625
C 3.831 -0.886 -2.267
C 3.658 2.557 -5.098
N 0.758 -1.607 1.245
C 5.737 1.525 -5.728
C -2.060 1.429 -0.405
O 0.928 1.240 0.889
C -1.842 -3.700 -2.747
C 2.670 2.869 0.808
H -1.690 -2.550 0.405
O -3.406 0.896 1.478
N -1.351 -0.171 1.170
H 3.047 -3.930 2.035
C 4.490 2.507 -0.792
C 1.293 -3.505 3.226
C -0.607 1.731 -2.162
C -2.916 2.402 -0.893
C -1.503 -2.616 -0.656
C -2.083 -3.635 -1.384
C 4.547 0.233 -1.913
H 7.341 1.710 -4.313
H -3.815 2.621 -0.333
N 5.670 3.071 -1.264
C 4.231 2.955 -3.901
*
```

Atomic partial charges in e from the natural (NBO) method, atoms 1 to 8: 0.253, 0.228, 0.211, 0.199, 0.193, 0.639, 0.095, -0.168